# 1
ORCA calculation (wB97M-V/def2-TZVPD) on C26H23BiO as an isolated structure in a non-equilibrium geometry.

LUMO energy (alpha / beta)   -1.3 / -2.7 eV
HOMO level (alpha / beta)   -7.5 / -7.2 eV
Molecular weight   560.45 g/mol
2S+1   1
Gap between HOMO and LUMO (alpha / beta)   6.17 / 4.56 eV

Positions of all 51 atoms, in Å:
Bi: 1.117 0.553 0.135
O: 2.476 1.936 -0.647
C: -0.407 1.941 1.733
C: 5.976 3.836 -3.421
C: -5.420 -5.555 2.504
C: 6.146 5.150 -3.884
C: -4.662 -3.420 1.655
C: 4.061 4.538 -2.032
C: -3.393 -3.688 2.221
C: -0.080 -1.447 -2.019
C: -0.961 2.411 0.472
C: 4.208 5.851 -2.602
C: -3.123 -4.908 2.871
C: 0.270 -2.535 -0.023
C: -5.674 -4.359 1.819
C: 3.135 3.102 -0.139
C: 4.981 3.530 -2.506
C: -2.114 0.521 1.107
C: 1.320 -1.358 -1.726
C: 1.540 -2.064 -0.470
C: -4.147 -5.832 3.019
C: -1.132 0.739 2.081
C: -0.703 -2.169 -0.973
C: -2.358 -2.733 2.200
C: 5.241 6.146 -3.480
C: -2.023 1.533 0.119
C: 3.128 4.292 -1.030
C: -1.419 -1.930 2.357
H: -0.556 -1.113 -2.939
H: -6.667 -4.159 1.412
H: 5.376 7.167 -3.843
H: -0.953 0.102 2.952
H: -0.704 3.356 -0.007
H: 4.868 2.517 -2.116
H: 6.653 3.053 -3.768
H: -2.710 1.667 -0.715
H: 2.671 3.447 0.804
H: -1.758 -2.435 -0.917
H: -4.820 -2.478 1.123
H: 2.321 5.003 -0.848
H: 0.064 -3.077 0.899
H: 2.511 -2.298 -0.038
H: 0.289 2.490 2.368
H: 4.189 2.829 0.021
H: 2.102 -1.001 -2.395
H: -2.822 -0.303 1.130
H: -3.945 -6.767 3.542
H: -2.117 -5.079 3.258
H: 3.516 6.635 -2.286
H: -6.219 -6.282 2.638
H: 6.960 5.388 -4.572

---

# 2
ORCA calculation (wB97M-V/def2-TZVPD) on the molecule C26H23FN2O4S in a non-equilibrium geometry.

LUMO energy   0.7 eV
HOMO level   -8.1 eV
Energy above the lowest of the compared OMol25 structures with the same formula, charge and spin   16.22 kJ/mol
Molecular weight   478.55 g/mol
2S+1   1
Gap between HOMO and LUMO   8.80 eV
SMILES string   CCOC(=O)Cn1c(S(=O)(=O)Cc2ccc(F)cc2)nc(-c2ccccc2)c1-c1ccccc1

Positions of all 57 atoms, in Å:
S: -1.535 1.608 -1.639
F: -2.090 3.865 4.378
O: -1.826 0.820 -2.810
O: -0.756 2.800 -1.861
O: 0.010 -1.598 -3.013
O: 0.516 0.121 -4.363
N: 0.571 0.066 -0.855
N: -0.987 0.240 0.705
C: -0.059 0.393 -6.667
C: -0.244 -0.462 -5.429
C: -3.366 1.838 1.678
C: -3.104 2.015 -0.803
C: -1.800 4.101 2.052
C: -3.121 2.292 2.961
C: 3.780 -2.975 -0.812
C: 1.204 0.298 -2.120
C: -0.875 -0.994 4.772
C: 2.267 -1.409 0.211
C: -0.629 0.586 -0.500
C: 4.376 -1.911 1.254
C: -0.784 -0.472 3.497
C: 2.576 -2.293 -0.821
C: 0.015 -0.561 1.178
C: -2.847 2.508 0.577
C: 0.487 -0.513 -3.210
C: -0.064 -1.142 2.510
C: -2.337 3.419 3.128
C: 3.176 -1.226 1.252
C: 0.452 -2.873 4.098
C: -0.254 -2.194 5.079
C: 4.682 -2.783 0.221
C: 0.999 -0.688 0.208
C: -2.064 3.642 0.774
C: 0.547 -2.355 2.820
H: 0.102 -1.490 -5.590
H: -1.646 4.152 -0.079
H: -1.429 -0.464 5.533
H: -3.685 1.099 -0.821
H: -1.261 0.462 3.241
H: 5.621 -3.317 0.226
H: -0.322 -2.602 6.076
H: 1.144 1.359 -2.375
H: -3.562 2.768 -1.443
H: -3.525 1.785 3.823
H: 1.084 -2.897 2.056
H: 4.012 -3.662 -1.612
H: -1.189 4.974 2.220
H: 0.929 -3.814 4.330
H: 2.251 -0.016 -2.065
H: -1.290 -0.488 -5.110
H: -0.386 1.408 -6.462
H: -0.647 -0.015 -7.483
H: 1.857 -2.466 -1.609
H: 2.930 -0.545 2.054
H: 5.075 -1.763 2.063
H: -3.963 0.951 1.533
H: 0.988 0.416 -6.959

---

- What is the 2S+1 in the first record?
  1

---

- The highest molecular weight belongs to which entry?
  C26H23BiO

---

- Look up the 2S+1 of the first one.
  1